# 1
Computed, not measured: C28H48BBr2N6Sc as an isolated structure at a distorted geometry, with the ωB97M-V functional and the def2-TZVPD basis.

Atoms and positions in Å:
Br1 0.45644 -0.72525 -4.21514
Br2 -1.73875 -2.94165 -3.59875
Sc1 -0.87425 -0.82007 -1.53167
N1 -1.45523 -0.43706 0.43568
N2 0.33814 1.67578 -0.47090
N3 -0.58377 0.20760 1.28037
N4 0.94069 -1.32299 -0.71219
N5 1.52323 -0.42962 0.16679
N6 -0.44871 1.18880 -1.46995
C1 -2.52769 -0.78023 1.17604
C2 2.79984 -4.14292 -2.39164
C3 1.91239 -2.23094 -1.00676
C4 1.04791 3.91469 0.48678
C5 -3.22085 -2.78591 -0.14593
C6 -2.30145 -0.43247 2.52622
C7 -0.62028 -2.17797 -4.95320
C8 3.06980 -1.90205 -0.34446
C9 0.26187 3.01502 -0.42607
C10 -4.80592 -1.79357 1.50093
C11 2.41648 4.21349 -0.19928
C12 -1.03935 1.77394 4.40690
C13 2.77459 -0.79714 0.46498
C14 -0.13003 -0.59179 4.72150
C15 -2.75938 0.83883 -3.09026
C16 1.58422 -3.41106 -1.88418
C17 0.24212 5.17014 0.82418
C18 3.72640 -0.21820 1.47092
C19 -0.27866 0.58981 3.75460
C20 -1.03859 0.17650 2.53912
C21 -1.00330 2.25015 -2.07750
C22 5.15204 -0.08603 0.86934
C23 -3.69241 -1.48838 0.50987
C24 -2.93378 3.28841 -3.29912
C25 0.60703 -4.32549 -1.16971
C26 3.71690 -1.11819 2.67768
C27 -0.61038 3.39179 -1.42915
C28 -1.96706 2.10709 -3.24530
B1 0.73634 0.74576 0.68844
H1 -2.18038 -0.09741 -3.32872
H2 0.10229 5.79553 -0.08248
H3 1.09039 -2.93532 -2.75754
H4 -1.25920 2.53883 3.66679
H5 1.27039 3.40394 1.40167
H6 -0.90684 4.38090 -1.69544
H7 2.97390 3.29007 -0.24263
H8 -1.09929 -0.93956 5.08839
H9 -3.67931 3.15137 -4.05800
H10 1.08768 -4.72959 -0.29455
H11 0.41707 -1.40583 4.25621
H12 -2.96160 -0.58552 3.35130
H13 -1.23832 -1.70850 -5.72402
H14 -2.51238 -2.60664 -1.00215
H15 -3.13112 0.74910 -2.05442
H16 -3.48984 3.39293 -2.33761
H17 -4.43609 -2.43079 2.28660
H18 0.31140 -5.17719 -1.75625
H19 -5.21228 -0.87278 1.94489
H20 0.72341 0.94579 3.46151
H21 1.33417 1.27426 1.55958
H22 -2.70551 -3.47946 0.50406
H23 -0.76063 4.86352 1.21296
H24 -4.05054 -0.78596 -0.30100
H25 -2.42415 4.21599 -3.52246
H26 3.04381 4.93730 0.33412
H27 4.09403 -2.09030 2.40741
H28 0.45090 -0.22969 5.55580
H29 5.80246 0.33323 1.62664
H30 3.52742 -3.48133 -2.79466
H31 0.02066 -2.96913 -5.31933
H32 -0.45005 2.20351 5.22188
H33 2.70264 -1.20472 3.02960
H34 3.31894 -4.71368 -1.59831
H35 4.36813 -0.73192 3.50125
H36 5.61170 -1.02599 0.53240
H37 2.28912 4.59204 -1.20533
H38 -0.29728 -3.82075 -0.78276
H39 2.58504 -4.84034 -3.16285
H40 3.38023 0.77167 1.75869
H41 5.04412 0.56805 -0.02512
H42 0.73752 5.74599 1.59433
H43 -4.07154 -3.30575 -0.60352
H44 -5.62043 -2.36172 1.01774
H45 3.95933 -2.52328 -0.36387
H46 -3.61841 0.73875 -3.71571
H47 -2.02246 1.44081 4.75512
H48 -1.39571 2.13078 -4.17940

Forces on atoms 1 to 3 (eV/Å):
-0.0313 -0.1987 -0.0857
-0.2218 0.0537 0.3536
-0.4156 -0.3894 -0.1908

The total energy comes out at -7357.5562 a.u. The LUMO energy is -0.2252 Ha. As for the spin multiplicity: 1. The calculation puts the HOMO-LUMO gap at 8.346 eV. The charge is +2. Its HOMO energy is -14.47 eV. Its energy above the lowest of the compared OMol25 structures with the same formula, charge and spin is 0.00 kJ/mol.

Charge distribution, Mulliken scheme, values in e: Br -0.01; Br -0.01; Sc 0.17; N 0.72; N 0.18; N 0.36; N 0.24; N 0.23; N 0.59; C -0.39; C -2.01; C -0.78; C 0.79; C -0.59; C -0.51; C -0.64; C 0.03; C -0.40; C -1.85; C -1.42; C -1.51; C -0.15; C -1.61; C -1.10; C 2.04; C -1.57; C 0.53; C 0.74; C -0.44; C -0.62; C -1.56; C 0.92; C -1.76; C -1.31; C -1.41; C -0.21; C 1.09; B 1.47; H -0.10; H 0.31; H -0.90; H 0.36; H -0.04; H 0.41; H 0.31; H 0.38; H 0.46; H 0.43; H 0.35; H 0.66; H 0.48; H -0.49; H 0.25; H 0.38; H 0.42; H 0.38; H 0.42; H 0.02; H -0.62; H 0.35; H 0.36; H -0.18; H 0.41; H 0.44; H 0.37; H 0.45; H 0.46; H 0.50; H 0.50; H 0.44; H 0.26; H 0.37; H 0.42; H 0.29; H 0.34; H 0.20; H 0.46; H 0.02; H 0.38; H 0.46; H 0.53; H 0.42; H 0.51; H 0.58; H 0.34; H 0.26

# 2
Computed, not measured: C4H2BrFS in the gas phase at a distorted geometry, with the ωB97M-V functional and the def2-TZVPD basis.

Atoms and positions in Å:
Br1 -3.14963 0.15880 -0.01678
S1 -0.40013 1.73824 0.01272
F1 -0.74484 -2.13525 0.01577
C1 1.10678 0.91673 0.00170
C2 -0.34198 -0.86914 0.00600
C3 -1.28852 0.27147 0.00729
C4 0.98494 -0.44082 -0.00516
H1 1.81646 -1.12170 -0.02430
H2 2.01692 1.48167 0.00275

Forces on atoms 1 to 3 (eV/Å):
0.2191 0.0331 0.0255
0.0774 -0.6587 -0.0214
0.1048 0.0947 -0.0331

The total energy comes out at -3225.6591 a.u. The LUMO energy is 0.0262 Ha. As for the spin multiplicity: 1. The calculation puts the HOMO-LUMO gap at 9.335 eV. The charge is 0. Its HOMO energy is -8.62 eV. Its energy above the lowest of the compared OMol25 structures with the same formula, charge and spin is 0.00 kJ/mol.

Charge distribution, natural (NBO) scheme, values in e: Br 0.14; S 0.51; F -0.30; C -0.41; C 0.36; C -0.46; C -0.32; H 0.24; H 0.24

> What is the spin multiplicity in the second record?

1